The ion C7H11N4 with charge +1 in a non-equilibrium geometry. Source: the Open Molecules 2025 dataset; level of theory: ωB97M-V/def2-TZVPD.

Positions of all 22 atoms, in Å:
1 C -1.462 -1.063 -1.592
2 C -1.780 -0.862 -0.285
3 N -1.715 0.391 0.310
4 C -0.563 1.119 0.313
5 N -0.663 2.500 0.409
6 C 0.689 0.551 0.112
7 C 1.758 1.022 -0.679
8 C 2.782 0.087 -0.555
9 N 2.360 -0.915 0.156
10 N 1.094 -0.717 0.496
11 C 0.303 -1.512 1.455
12 H -0.892 -0.415 -2.237
13 H -1.683 -2.049 -1.927
14 H -2.057 -1.744 0.292
15 H -2.651 0.874 0.428
16 H 0.189 3.020 -0.028
17 H -1.370 3.034 0.777
18 H 1.636 1.973 -1.203
19 H 3.809 0.183 -0.975
20 H -0.455 -0.891 1.915
21 H 0.838 -2.192 2.050
22 H -0.166 -2.392 0.768

Energy relative to the best compared isomer or geometry (same formula, charge and spin), kcal/mol: 79.46
Total charge: +1
SMILES: C=CNC(=[NH2+])c1ccnn1C
Kohn-Sham gap, eV: 8.97
E_HOMO, eV: -13.56



A cluster of 12 separate species, C72H168O36 in total in a non-equilibrium geometry. Source: the Open Molecules 2025 dataset; level of theory: ωB97M-V/def2-TZVPD.

Positions of all 276 atoms, in Å:
1 C 5.593 2.152 3.837
2 O 7.019 2.263 3.826
3 C 7.679 1.121 3.238
4 C 7.574 -0.152 4.072
5 O 6.314 -0.738 3.932
6 C 6.153 -1.966 4.611
7 C 4.709 -2.472 4.579
8 O 4.693 -3.496 5.538
9 C 3.487 -4.248 5.646
10 H 5.137 3.121 4.042
11 H 5.283 1.431 4.593
12 H 5.177 1.686 2.944
13 H 8.724 1.393 3.379
14 H 7.474 0.976 2.177
15 H 7.804 -0.056 5.133
16 H 8.379 -0.841 3.817
17 H 6.548 -1.855 5.621
18 H 6.765 -2.752 4.169
19 H 4.561 -2.966 3.619
20 H 4.019 -1.677 4.861
21 H 3.251 -4.916 4.819
22 H 2.634 -3.584 5.790
23 H 3.643 -4.858 6.536
24 C -4.404 -5.713 -7.452
25 O -5.168 -5.095 -6.399
26 C -5.460 -6.037 -5.365
27 C -6.322 -5.442 -4.251
28 O -5.856 -4.200 -3.666
29 C -4.691 -4.455 -2.860
30 C -4.314 -3.169 -1.996
31 O -3.629 -3.414 -0.798
32 C -2.385 -4.037 -0.919
33 H -3.428 -6.098 -7.156
34 H -4.193 -5.043 -8.285
35 H -5.052 -6.481 -7.876
36 H -4.435 -6.278 -5.082
37 H -5.916 -6.962 -5.719
38 H -6.507 -6.200 -3.489
39 H -7.327 -5.280 -4.641
40 H -3.828 -4.798 -3.430
41 H -4.892 -5.275 -2.171
42 H -5.209 -2.636 -1.676
43 H -3.687 -2.496 -2.580
44 H -1.942 -4.215 0.061
45 H -1.704 -3.392 -1.474
46 H -2.453 -5.044 -1.331
47 C 6.049 -2.693 -5.050
48 O 6.724 -3.040 -3.846
49 C 7.016 -4.427 -3.676
50 C 7.978 -4.670 -2.530
51 O 7.393 -4.237 -1.290
52 C 8.135 -4.524 -0.094
53 C 7.483 -3.926 1.150
54 O 6.302 -4.477 1.550
55 C 5.132 -4.208 0.791
56 H 6.589 -2.959 -5.959
57 H 5.797 -1.638 -5.157
58 H 5.085 -3.200 -5.071
59 H 7.408 -4.750 -4.640
60 H 6.069 -4.955 -3.569
61 H 8.944 -4.247 -2.807
62 H 8.077 -5.747 -2.393
63 H 9.124 -4.096 -0.256
64 H 8.196 -5.601 0.063
65 H 7.382 -2.841 1.122
66 H 8.226 -4.007 1.943
67 H 5.137 -4.589 -0.230
68 H 4.941 -3.140 0.896
69 H 4.341 -4.726 1.335
70 C -0.457 0.977 -4.411
71 O -1.476 0.635 -3.492
72 C -2.811 0.709 -3.972
73 C -3.111 2.064 -4.593
74 O -2.758 3.101 -3.749
75 C -2.958 4.459 -4.212
76 C -2.802 5.499 -2.954
77 O -3.803 5.446 -1.953
78 C -4.157 4.145 -1.437
79 H -0.343 1.993 -4.790
80 H -0.549 0.397 -5.329
81 H 0.495 0.689 -3.965
82 H -3.441 0.600 -3.089
83 H -3.120 -0.146 -4.574
84 H -4.180 2.020 -4.800
85 H -2.592 2.253 -5.533
86 H -3.983 4.494 -4.581
87 H -2.270 4.691 -5.025
88 H -2.752 6.499 -3.383
89 H -1.792 5.419 -2.553
90 H -4.782 3.631 -2.168
91 H -4.727 4.303 -0.522
92 H -3.268 3.560 -1.202
93 C 1.175 -5.215 -0.286
94 O 0.378 -5.479 0.874
95 C 1.145 -5.571 2.039
96 C 0.313 -5.365 3.361
97 O -0.368 -4.135 3.423
98 C 0.432 -2.957 3.260
99 C -0.489 -1.752 3.339
100 O -0.899 -1.626 4.712
101 C -1.740 -0.511 4.940
102 H 0.596 -5.367 -1.197
103 H 2.020 -5.900 -0.361
104 H 1.467 -4.166 -0.325
105 H 1.997 -4.891 2.080
106 H 1.659 -6.529 1.963
107 H 1.015 -5.490 4.186
108 H -0.412 -6.162 3.528
109 H 0.972 -2.973 2.313
110 H 1.150 -2.894 4.078
111 H -1.326 -1.711 2.641
112 H 0.158 -0.922 3.056
113 H -1.113 0.333 5.227
114 H -2.386 -0.823 5.760
115 H -2.381 -0.227 4.105
116 C -1.310 1.743 2.128
117 O -2.485 1.688 1.330
118 C -2.338 1.100 0.076
119 C -1.697 -0.248 -0.045
120 O -0.285 0.034 0.113
121 C 0.521 -1.128 -0.205
122 C 1.959 -0.727 -0.065
123 O 2.370 -0.858 1.315
124 C 3.609 -0.254 1.540
125 H -1.647 2.149 3.082
126 H -0.534 2.393 1.722
127 H -0.799 0.796 2.299
128 H -1.889 1.820 -0.608
129 H -3.315 0.829 -0.325
130 H -1.963 -0.668 -1.015
131 H -1.947 -1.023 0.680
132 H 0.376 -1.313 -1.269
133 H 0.229 -2.046 0.306
134 H 2.077 0.284 -0.454
135 H 2.572 -1.355 -0.712
136 H 3.625 0.646 0.925
137 H 4.502 -0.806 1.248
138 H 3.703 -0.028 2.602
139 C 2.733 -0.973 -4.094
140 O 3.150 0.290 -4.673
141 C 2.819 0.412 -6.079
142 C 3.526 1.553 -6.696
143 O 3.370 1.675 -8.128
144 C 3.881 2.893 -8.592
145 C 3.637 3.109 -10.113
146 O 2.198 3.291 -10.282
147 C 1.757 3.467 -11.616
148 H 1.768 -1.420 -4.336
149 H 2.633 -0.883 -3.012
150 H 3.416 -1.779 -4.361
151 H 1.753 0.633 -6.127
152 H 3.121 -0.490 -6.612
153 H 4.580 1.547 -6.418
154 H 3.132 2.445 -6.209
155 H 4.925 2.893 -8.276
156 H 3.395 3.724 -8.081
157 H 4.034 2.283 -10.702
158 H 4.170 4.009 -10.420
159 H 0.669 3.431 -11.552
160 H 1.996 2.533 -12.126
161 H 2.123 4.364 -12.116
162 C 3.542 5.047 1.644
163 O 2.381 5.803 1.896
164 C 1.289 5.442 1.036
165 C -0.053 5.995 1.519
166 O -0.647 5.344 2.623
167 C -1.801 6.020 3.032
168 C -2.294 5.332 4.372
169 O -3.647 5.631 4.700
170 C -4.607 4.757 4.168
171 H 3.452 3.997 1.921
172 H 4.437 5.262 2.229
173 H 3.797 5.159 0.590
174 H 1.162 4.362 0.961
175 H 1.513 5.813 0.036
176 H -0.798 5.993 0.723
177 H 0.124 7.042 1.763
178 H -2.621 6.030 2.314
179 H -1.575 7.067 3.234
180 H -1.687 5.657 5.217
181 H -2.080 4.266 4.301
182 H -4.560 4.576 3.094
183 H -5.599 5.166 4.360
184 H -4.646 3.804 4.695
185 C -6.217 0.195 -1.195
186 O -6.098 1.426 -0.543
187 C -7.058 2.420 -0.944
188 C -8.522 2.138 -0.561
189 O -9.006 0.930 -1.302
190 C -10.399 0.689 -1.047
191 C -10.850 -0.726 -1.378
192 O -10.881 -1.151 -2.722
193 C -12.101 -0.782 -3.347
194 H -7.129 -0.360 -0.976
195 H -5.313 -0.358 -0.940
196 H -6.204 0.275 -2.282
197 H -6.807 2.623 -1.985
198 H -6.681 3.273 -0.380
199 H -9.079 3.047 -0.789
200 H -8.486 1.929 0.508
201 H -11.047 1.382 -1.583
202 H -10.686 0.793 -0.001
203 H -11.811 -0.932 -0.906
204 H -10.176 -1.477 -0.968
205 H -12.420 0.255 -3.239
206 H -12.889 -1.463 -3.025
207 H -11.872 -0.981 -4.393
208 C 0.796 6.022 10.126
209 O 1.340 4.717 10.342
210 C 2.396 4.213 9.574
211 C 2.046 3.635 8.205
212 O 1.741 4.823 7.372
213 C 0.636 4.685 6.469
214 C 1.001 3.852 5.170
215 O 1.528 2.568 5.524
216 C 1.802 1.736 4.413
217 H -0.195 6.047 10.578
218 H 0.685 6.195 9.055
219 H 1.437 6.732 10.649
220 H 2.709 3.366 10.184
221 H 3.238 4.904 9.532
222 H 1.169 3.028 8.429
223 H 2.848 2.969 7.887
224 H 0.442 5.714 6.166
225 H -0.245 4.273 6.962
226 H 1.678 4.470 4.581
227 H 0.231 3.779 4.402
228 H 2.251 0.802 4.751
229 H 2.509 2.232 3.747
230 H 0.891 1.580 3.834
231 C -4.640 -1.942 2.167
232 O -5.915 -1.822 2.782
233 C -6.962 -1.885 1.808
234 C -8.255 -2.080 2.617
235 O -9.366 -2.088 1.781
236 C -10.541 -1.471 2.316
237 C -11.738 -2.418 2.042
238 O -11.516 -3.786 2.452
239 C -10.889 -4.644 1.486
240 H -3.790 -2.099 2.831
241 H -4.414 -1.109 1.502
242 H -4.641 -2.803 1.499
243 H -6.815 -2.656 1.052
244 H -6.977 -0.958 1.236
245 H -8.273 -1.308 3.385
246 H -8.090 -2.998 3.181
247 H -10.483 -0.494 1.837
248 H -10.473 -1.287 3.388
249 H -12.065 -2.336 1.006
250 H -12.549 -2.118 2.705
251 H -11.272 -4.559 0.469
252 H -11.065 -5.646 1.877
253 H -9.806 -4.521 1.484
254 C 5.947 2.278 -1.387
255 O 5.478 0.946 -1.395
256 C 5.948 0.162 -2.534
257 C 7.394 -0.463 -2.440
258 O 8.405 0.496 -2.246
259 C 9.724 0.054 -1.839
260 C 10.416 1.314 -1.124
261 O 9.845 1.487 0.181
262 C 10.377 2.598 0.960
263 H 5.156 2.818 -0.868
264 H 6.128 2.654 -2.394
265 H 6.867 2.404 -0.815
266 H 5.876 0.711 -3.473
267 H 5.278 -0.687 -2.667
268 H 7.628 -1.002 -3.358
269 H 7.353 -1.227 -1.664
270 H 10.289 -0.158 -2.746
271 H 9.780 -0.848 -1.229
272 H 10.207 2.230 -1.676
273 H 11.502 1.268 -1.047
274 H 10.430 3.509 0.363
275 H 11.348 2.327 1.376
276 H 9.684 2.851 1.762

Energy relative to the best compared isomer or geometry (same formula, charge and spin), kcal/mol: 92.91
SMILES: COCCOCCOC.COCCOCCOC.COCCOCCOC.COCCOCCOC.COCCOCCOC.COCCOCCOC.COCCOCCOC.COCCOCCOC.COCCOCCOC.COCCOCCOC.COCCOCCOC.COCCOCCOC
Kohn-Sham gap, eV: 9.17
E_HOMO, eV: -8.89